Record 1
Below is a cluster of 2 separate species, C4H14NOS in total at a distorted geometry, with properties calculated with the ωB97M-V functional and the def2-TZVPD basis.

total energy	-18741.042	eV
energy above the lowest of the compared OMol25 structures with the same formula, charge and spin	110.6	kJ/mol
molecular weight	124.2	g/mol
E_HOMO	-13.3	eV

Geometry as ORCA input:
```
! wB97M-V def2-TZVPD RIJCOSX def2/J DEFGRID3
* xyz 1 1
C 2.081 0.701 0.350
C 0.762 0.166 0.787
C 0.307 -1.157 0.259
C -1.220 -1.442 0.279
S -2.041 -0.951 1.839
N -0.330 1.149 0.104
H 2.042 0.774 -0.750
H 2.190 1.755 0.724
H 2.994 0.137 0.631
H 0.605 0.233 1.856
H 0.849 -1.874 0.868
H 0.612 -1.355 -0.792
H -1.730 -0.869 -0.532
H -1.346 -2.486 0.057
H -1.121 -1.694 2.520
H -0.613 1.012 -0.895
H -1.087 0.635 0.597
H -0.432 2.003 0.707
H -0.213 0.840 -3.255
H -1.573 1.330 -2.847
O -0.735 1.094 -2.508
*
```


Record 2
Below is a cluster of 2 separate species, C4H14NOS in total at a distorted geometry, with properties calculated with the ωB97M-V functional and the def2-TZVPD basis.

total energy	-18740.035	eV
energy above the lowest of the compared OMol25 structures with the same formula, charge and spin	207.7	kJ/mol
molecular weight	124.2	g/mol
E_HOMO	-12.5	eV

Geometry as ORCA input:
```
! wB97M-V def2-TZVPD RIJCOSX def2/J DEFGRID3
* xyz 1 1
C 1.352 -0.356 0.061
C 0.832 0.813 -0.726
C -0.191 1.677 -0.030
S -1.239 0.831 1.081
C -2.056 -0.394 -0.056
N 1.784 0.085 1.377
H 0.373 -1.074 0.231
H 2.100 -0.924 -0.515
H 0.569 0.601 -1.745
H 1.696 1.449 -0.898
H -0.751 2.001 -0.935
H 0.181 2.583 0.544
H -2.059 0.058 -1.027
H -3.089 -0.747 0.176
H -1.405 -1.291 -0.291
H 2.010 1.190 1.369
H 1.132 -0.097 2.178
H 2.504 -0.594 1.694
H -0.278 -2.871 -2.814
H 1.112 -2.872 -2.837
O 0.452 -2.717 -2.195
*
```


Record 3
Below is a cluster of 2 separate species, C4H14NOS in total at a distorted geometry, with properties calculated with the ωB97M-V functional and the def2-TZVPD basis.

total energy	-18728.750	eV
energy above the lowest of the compared OMol25 structures with the same formula, charge and spin	42.5	kJ/mol
molecular weight	124.2	g/mol
E_HOMO (alpha / beta)	-18.4 / -18.4	eV

Geometry as ORCA input:
```
! wB97M-V def2-TZVPD RIJCOSX def2/J DEFGRID3
* xyz 2 2
C -0.909 -0.558 0.364
C 0.003 -1.446 -0.491
C 1.439 -1.073 -0.946
S 1.710 0.715 -1.251
C 1.088 0.845 -3.106
N -0.249 0.221 1.483
H -1.464 0.140 -0.266
H -1.624 -1.178 0.905
H -0.474 -1.707 -1.436
H 0.086 -2.351 0.113
H 1.750 -1.571 -1.872
H 2.119 -1.327 -0.117
H 1.053 1.927 -3.244
H 0.080 0.448 -3.064
H 1.926 0.325 -3.562
H 0.113 -0.442 2.183
H 0.550 0.768 1.176
H -0.861 0.822 2.061
H -1.859 1.542 4.413
H -2.158 2.364 3.086
O -2.318 1.535 3.572
*
```


Record 4
Below is a cluster of 4 separate species, C4H14NOS2 in total at a distorted geometry, with properties calculated with the ωB97M-V functional and the def2-TZVPD basis.

total energy	-29567.589	eV
energy above the lowest of the compared OMol25 structures with the same formula, charge and spin	943.9	kJ/mol
molecular weight	156.3	g/mol
E_HOMO	-13.4	eV

Geometry as ORCA input:
```
! wB97M-V def2-TZVPD RIJCOSX def2/J DEFGRID3
* xyz 1 1
N -0.546 1.455 -1.638
C 0.691 0.756 -1.704
C 1.625 1.148 -0.586
C 0.317 -0.771 -1.420
S -0.821 -1.464 -2.477
S 0.115 -0.554 2.001
C -0.049 -2.315 1.939
H -1.254 0.619 -1.580
H -1.842 -0.094 -1.305
H -0.914 2.070 -2.356
H 1.189 0.904 -2.657
H 2.388 0.384 -0.406
H 1.055 1.199 0.341
H 2.194 2.063 -0.732
H 1.236 -1.336 -1.299
H -0.244 -0.718 -0.418
H 0.440 -2.865 2.741
H 0.258 -2.718 0.965
H -1.105 -2.599 1.918
H -1.897 1.996 3.525
H -1.185 1.004 2.502
O -1.652 1.834 2.646
*
```


Record 5
Below is a cluster of 2 separate species, C4H14NS in total at a distorted geometry, with properties calculated with the ωB97M-V functional and the def2-TZVPD basis.

total energy	-16693.876	eV
energy above the lowest of the compared OMol25 structures with the same formula, charge and spin	30.4	kJ/mol
molecular weight	108.2	g/mol
E_HOMO	-13.4	eV

Geometry as ORCA input:
```
! wB97M-V def2-TZVPD RIJCOSX def2/J DEFGRID3
* xyz 1 1
C 0.501 -2.186 -2.272
C 0.765 -1.241 -1.073
C 1.950 -0.273 -1.315
N -0.408 -0.304 -0.904
H -0.468 -2.643 -2.148
H 0.614 -1.630 -3.184
H 1.182 -3.025 -2.166
H 0.914 -1.760 -0.124
H 1.623 0.456 -2.063
H 2.879 -0.786 -1.651
H 2.187 0.179 -0.325
H -1.260 -0.796 -0.645
H -0.175 0.352 -0.148
H -0.581 0.202 -1.794
C -0.556 0.536 2.696
S -1.015 1.767 1.391
H -0.287 -0.426 2.212
H 0.223 0.914 3.368
H -1.419 0.297 3.372
H -2.306 1.505 1.159
*
```


Record 6
Below is a cluster of 3 separate species, C4H14O2 in total at a distorted geometry, with properties calculated with the ωB97M-V functional and the def2-TZVPD basis.

total energy	-8470.119	eV
energy above the lowest of the compared OMol25 structures with the same formula, charge and spin	23.2	kJ/mol
molecular weight	94.2	g/mol
SMILES	CCCC.O.O
E_HOMO	-11.1	eV

Geometry as ORCA input:
```
! wB97M-V def2-TZVPD RIJCOSX def2/J DEFGRID3
* xyz 0 1
C 0.911 1.748 -0.028
C 0.206 0.437 0.323
C -0.430 0.521 1.711
C -0.961 -0.822 2.182
H 0.352 2.659 0.229
H 1.167 1.801 -1.082
H 1.835 1.858 0.523
H 0.940 -0.356 0.324
H -0.621 0.293 -0.367
H -1.230 1.272 1.700
H 0.293 0.962 2.405
H -1.712 -1.171 1.487
H -1.447 -0.742 3.156
H -0.130 -1.520 2.282
H -0.074 -2.081 -2.269
H 1.080 -2.869 -1.657
O 0.237 -2.452 -1.434
H 0.079 0.063 -2.399
H -0.341 0.604 -3.784
O -0.155 -0.208 -3.300
*
```


Record 7
Below is a cluster of 3 separate species, C4H14O2S in total at a distorted geometry, with properties calculated with the ωB97M-V functional and the def2-TZVPD basis.

total energy	-19295.250	eV
energy above the lowest of the compared OMol25 structures with the same formula, charge and spin	143.6	kJ/mol
molecular weight	126.2	g/mol
E_HOMO (alpha / beta)	-14.7 / -14.7	eV

Geometry as ORCA input:
```
! wB97M-V def2-TZVPD RIJCOSX def2/J DEFGRID3
* xyz 1 2
C -1.904 -0.414 -1.065
C -0.432 -0.435 -1.370
C 0.502 -0.526 -0.186
S 0.059 0.975 0.776
C 1.410 1.429 1.913
H -2.138 -0.806 -0.089
H -2.362 -1.153 -1.677
H -2.236 0.597 -1.193
H -0.473 -1.243 -2.098
H -0.261 0.455 -2.030
H 0.229 -1.297 0.480
H 1.504 -0.678 -0.685
H 1.423 0.703 2.715
H 1.011 2.237 2.335
H 2.462 1.423 1.634
H 1.194 3.087 -0.435
H 0.662 4.084 -1.477
O 1.339 3.382 -1.389
H -0.806 -4.590 1.739
H -0.903 -3.416 0.747
O -0.277 -3.813 1.356
*
```


Record 8
Below is a cluster of 2 separate species, C4H14O2Si2 in total at a distorted geometry, with properties calculated with the ωB97M-V functional and the def2-TZVPD basis.

total energy	-24223.412	eV
energy above the lowest of the compared OMol25 structures with the same formula, charge and spin	551.4	kJ/mol
molecular weight	150.3	g/mol
E_HOMO	-8.6	eV

Geometry as ORCA input:
```
! wB97M-V def2-TZVPD RIJCOSX def2/J DEFGRID3
* xyz 0 1
C 1.712 -1.292 1.353
C -2.073 -2.159 -0.294
C 0.698 1.943 -1.798
C 2.037 -0.207 0.216
O -2.347 0.646 0.653
O -0.311 2.075 1.428
Si -2.094 -0.251 -0.562
Si 0.437 0.251 -0.821
H 2.418 -1.230 2.218
H 0.653 -1.142 1.483
H 1.771 -2.239 0.962
H -3.114 -2.559 -0.233
H -1.489 -2.774 -1.164
H -1.472 -2.468 0.544
H 1.234 1.946 -2.658
H -0.254 2.273 -2.091
H 1.218 2.608 -0.942
H 2.728 -0.515 -0.549
H 2.372 0.742 0.769
H -1.224 2.018 1.178
H -0.169 2.339 2.277
H -2.729 -0.005 -1.970
*
```


Record 9
Below is a cluster of 4 separate species, C4H14O3 in total, with properties calculated with the ωB97M-V functional and the def2-TZVPD basis.

total energy	-10517.361	eV
energy above the lowest of the compared OMol25 structures with the same formula, charge and spin	54.8	kJ/mol
molecular weight	110.2	g/mol
SMILES	C=CCC.O.O.O
E_HOMO	-10.0	eV

Geometry as ORCA input:
```
! wB97M-V def2-TZVPD RIJCOSX def2/J DEFGRID3
* xyz 0 1
C -0.437 -0.944 2.570
C 0.529 -1.039 1.392
C 0.732 0.299 0.748
C 1.911 0.880 0.556
H -1.393 -0.543 2.246
H -0.639 -1.923 3.003
H -0.045 -0.305 3.364
H 0.091 -1.729 0.660
H 1.499 -1.437 1.701
H -0.160 0.825 0.421
H 1.982 1.855 0.088
H 2.837 0.408 0.861
H 0.849 -1.053 -2.824
H 1.019 -0.207 -1.542
O 0.503 -0.277 -2.371
H -2.397 0.390 -1.217
H -1.498 -0.765 -1.571
O -2.290 -0.558 -1.055
H -1.342 2.662 -2.720
H -0.532 1.425 -2.312
O -1.217 2.036 -1.999
*
```


Record 10
Below is a cluster of 3 separate species, C4H14O3S in total at a distorted geometry, with properties calculated with the ωB97M-V functional and the def2-TZVPD basis.

total energy	-21352.255	eV
energy above the lowest of the compared OMol25 structures with the same formula, charge and spin	57.7	kJ/mol
molecular weight	142.2	g/mol
SMILES	OCCCCS.O.O
E_HOMO	-9.1	eV

Geometry as ORCA input:
```
! wB97M-V def2-TZVPD RIJCOSX def2/J DEFGRID3
* xyz 0 1
C 0.038 -0.582 1.912
O 1.254 -0.513 2.670
C -0.131 0.645 1.040
C -1.530 0.936 0.486
C -1.770 0.244 -0.868
S -1.979 -1.540 -0.631
H 0.012 -1.557 1.423
H -0.734 -0.630 2.674
H 2.046 -0.604 2.134
H 0.674 0.691 0.294
H 0.142 1.469 1.711
H -1.624 2.001 0.334
H -2.206 0.475 1.203
H -2.639 0.657 -1.384
H -0.863 0.415 -1.454
H -1.717 -1.946 -1.880
H 1.815 -1.044 0.174
H 1.943 -1.795 -1.142
O 2.476 -1.329 -0.489
H 1.222 2.015 -2.981
H 2.247 0.876 -2.560
O 1.323 1.115 -2.666
*
```


Record 11
Below is a cluster of 4 separate species, C4H14O4 in total at a distorted geometry, with properties calculated with the ωB97M-V functional and the def2-TZVPD basis.

total energy	-12561.803	eV
energy above the lowest of the compared OMol25 structures with the same formula, charge and spin	311.2	kJ/mol
molecular weight	126.2	g/mol
E_HOMO	-9.4	eV

Geometry as ORCA input:
```
! wB97M-V def2-TZVPD RIJCOSX def2/J DEFGRID3
* xyz 0 1
C -0.269 -1.061 0.990
C 0.502 -0.856 -0.310
C 0.336 -2.405 0.106
C 1.936 -0.262 -0.462
O -1.557 -1.107 1.157
H 0.458 -0.819 1.852
H -0.104 -0.547 -1.273
H 0.932 -2.896 -0.695
H -0.630 -2.827 -0.039
H 0.811 -2.945 1.022
H 2.366 -0.417 -1.429
H 2.655 -0.556 0.313
H 2.000 0.788 -0.275
H -0.297 2.332 -1.835
H -0.492 2.274 -3.373
O 0.107 2.025 -2.677
H -2.184 0.121 1.715
H -2.862 1.656 1.976
O -2.000 1.133 1.989
H 0.107 2.393 0.592
H -1.165 1.762 0.643
O -0.650 2.216 0.014
*
```